Entry 1:
Molecular formula: C10H11ClSi
Method: DFT, the ωB97M-V functional and the def2-TZVPD basis

The LUMO energy (alpha / beta) is -0.472 / -0.473 eV. The calculation puts the HOMO-LUMO gap (alpha / beta) at 0.2653 / 0.2657 Eh. Its electronic energy is -1137.20152 Eh. As for the HOMO energy (alpha / beta): -7.7 / -7.7 eV. Its relative energy (zero: lowest compared OMol25 entry of this formula, charge and spin) is 77.8 kcal per mole.

```
23
Properties=species:S:1:pos:R:3:forces:R:3:nbo_charge:R:1
C -2.334 -2.752 -0.838 -1.8 -0.8 0.1 -0.248
C -2.177 -1.730 -1.736 0.3 1.3 -1.1 -0.205
C -1.717 -2.697 0.397 -0.5 -1.2 0.8 -0.202
C -1.313 -0.668 -1.364 -0.6 0.5 -0.6 -0.315
C -0.828 -1.730 0.773 1.3 1.0 1.1 -0.319
C -0.672 -0.706 -0.120 1.8 2.8 -0.7 -0.102
C 3.234 -0.404 1.268 -1.2 -0.9 0.4 -0.265
C -0.281 3.634 -0.392 -1.6 1.0 0.0 -0.280
C 2.825 0.655 0.567 2.2 0.0 0.2 -0.781
C 0.844 2.952 -0.271 -0.3 -1.4 0.1 -0.716
Si 1.235 1.446 0.788 -3.3 -0.7 -1.4 1.482
Cl 0.754 1.837 2.709 -0.1 -0.1 0.6 -0.363
H -3.143 -3.500 -1.016 1.0 0.4 0.2 0.213
H -2.747 -1.691 -2.723 0.9 -0.1 1.5 0.215
H -2.013 -3.380 1.167 -0.1 -0.8 0.1 0.205
H -1.286 0.204 -2.080 0.4 -0.9 1.1 0.216
H -0.262 -1.684 1.766 -1.2 -0.4 -1.4 0.218
H 4.192 -0.946 1.338 -0.3 0.9 -0.5 0.214
H 2.439 -0.891 1.842 0.3 -0.1 0.1 0.186
H -0.609 4.342 -1.180 1.2 -0.6 0.0 0.199
H -1.136 3.582 0.259 0.1 -0.4 1.0 0.191
H 3.578 1.192 0.002 0.1 0.1 -0.4 0.235
H 1.418 2.937 -1.155 1.2 0.4 -0.9 0.220
```
Positions in Å, forces in eV/Å.

=====

Entry 2:
Molecular formula: C47H60GeO4Si3V
Method: DFT, the ωB97M-V functional and the def2-TZVPD basis

The LUMO energy (alpha / beta) is 2.505 / 2.506 eV. The calculation puts the HOMO-LUMO gap (alpha / beta) at 0.2453 / 0.2428 Eh. Its electronic energy is -6017.45759 Eh. As for the net charge: -1. As for the HOMO energy (alpha / beta): -4.2 / -4.1 eV. Its relative energy (zero: lowest compared OMol25 entry of this formula, charge and spin) is 0.0 kcal per mole.

```
116
Properties=species:S:1:pos:R:3:forces:R:3:mulliken_charge:R:1
V -0.134 -0.055 -0.026 0.6 2.7 -2.2 -2.424
C -4.990 0.415 -0.290 0.0 0.1 -0.1 -1.632
C -4.735 -0.306 1.018 0.1 0.0 0.0 1.379
C -6.000 -0.576 1.796 -0.1 0.0 0.1 -1.894
O -4.072 -1.537 0.736 0.1 0.0 0.0 -0.430
C -2.760 -1.507 1.310 0.0 0.2 -0.3 0.862
C -2.548 0.009 1.488 0.1 -0.2 -0.1 -0.916
O -3.852 0.436 1.853 0.0 0.0 0.1 -0.141
C -1.408 0.482 2.441 -0.2 0.1 0.1 3.051
O -0.218 0.212 1.726 -0.7 0.1 1.5 -0.595
C -1.378 -0.290 3.766 0.2 0.0 -0.1 0.256
C -0.138 -0.638 4.296 0.0 0.0 0.1 -0.515
C -0.044 -1.342 5.489 0.0 0.0 0.0 -0.758
C -1.194 -1.712 6.174 0.0 0.0 -0.1 -0.680
C -2.436 -1.367 5.654 0.1 0.0 0.0 -1.203
C -2.528 -0.660 4.460 0.0 0.0 0.0 0.014
C -1.541 1.993 2.726 0.1 -0.1 0.0 0.157
C -2.509 2.500 3.592 -0.1 0.0 -0.1 -0.022
C -2.592 3.862 3.844 0.0 0.0 -0.1 -1.126
C -1.703 4.743 3.239 0.0 -0.1 0.0 -0.708
C -0.742 4.247 2.370 -0.1 0.0 0.0 -1.072
C -0.662 2.883 2.118 0.0 0.0 0.1 0.328
C -1.730 -2.264 0.424 0.1 -0.3 0.1 1.188
O -1.187 -1.395 -0.549 -1.1 -1.7 0.0 -0.393
C -2.381 -3.468 -0.288 0.0 0.2 -0.1 -0.064
C -3.280 -4.310 0.359 0.0 0.0 0.0 0.257
C -3.777 -5.437 -0.280 0.0 0.0 0.0 -1.032
C -3.380 -5.742 -1.576 0.0 0.1 0.0 -0.623
C -2.486 -4.902 -2.228 0.0 0.0 0.1 -0.920
C -1.992 -3.770 -1.587 -0.1 -0.1 0.0 -0.472
C -0.634 -2.930 1.318 -0.1 0.1 -0.1 0.060
C 0.615 -3.165 0.749 0.0 -0.1 0.1 0.299
C 1.595 -3.877 1.424 -0.2 -0.2 -0.1 -0.692
C 1.351 -4.364 2.702 -0.1 0.0 -0.1 -0.828
C 0.111 -4.136 3.281 0.0 0.0 0.0 -0.605
C -0.874 -3.438 2.593 0.0 0.0 0.0 -0.369
H -5.673 -0.181 -0.899 0.0 0.1 0.0 0.520
H -4.058 0.539 -0.843 0.0 0.0 0.0 0.270
H -5.429 1.397 -0.101 0.0 -0.1 0.0 0.322
H -6.669 -1.199 1.199 0.0 0.1 0.0 0.372
H -6.498 0.364 2.040 0.0 -0.1 0.0 0.372
H -5.752 -1.104 2.719 0.0 0.0 0.0 0.396
H -2.806 -1.972 2.285 -0.1 -0.1 0.2 0.108
H -2.297 0.425 0.499 -0.1 0.1 0.2 -0.389
H 0.756 -0.366 3.747 0.0 0.0 0.0 0.283
H 0.933 -1.615 5.874 -0.1 0.0 0.0 0.435
H -1.127 -2.264 7.105 0.0 0.0 0.0 0.394
H -3.341 -1.652 6.177 0.0 0.0 0.0 0.428
H -3.503 -0.417 4.056 0.0 0.0 0.0 0.394
H -3.218 1.834 4.068 0.1 0.0 0.0 0.371
H -3.354 4.236 4.517 0.0 0.0 0.0 0.436
H -1.758 5.806 3.447 0.0 0.0 0.0 0.387
H -0.056 4.922 1.871 0.0 0.0 0.0 0.480
H 0.073 2.505 1.425 0.1 0.0 0.0 -0.089
H -3.605 -4.084 1.370 0.0 0.0 -0.1 0.275
H -4.482 -6.078 0.238 0.0 0.0 0.0 0.419
H -3.766 -6.625 -2.072 0.0 0.0 0.0 0.392
H -2.171 -5.123 -3.242 0.0 0.0 0.0 0.459
H -1.307 -3.103 -2.095 0.0 0.0 0.0 0.398
H 0.811 -2.799 -0.248 0.0 0.0 -0.1 -0.023
H 2.551 -4.051 0.945 -0.1 0.0 0.0 0.560
H 2.117 -4.909 3.239 0.0 0.0 0.0 0.385
H -0.101 -4.500 4.282 0.0 0.0 -0.1 0.445
H -1.828 -3.306 3.086 0.0 0.0 0.0 0.270
C 5.578 -0.302 0.420 0.2 0.0 -0.2 -1.140
Si 3.766 -0.221 0.926 -0.1 0.1 0.2 0.962
C 3.545 -1.629 2.155 -0.1 -0.1 0.1 -0.746
C 3.511 1.349 1.942 0.0 0.2 0.0 -0.746
Ge 2.189 -0.076 -0.869 1.1 -0.2 -0.2 0.767
Si 2.718 -1.703 -2.540 -0.2 0.1 -0.1 0.629
C 4.364 -1.352 -3.389 0.2 0.2 0.0 -1.135
C 1.360 -1.601 -3.852 -0.1 0.0 -0.1 -1.097
C 2.837 -3.523 -2.068 0.0 -0.1 0.3 -1.238
Si 2.970 1.888 -1.987 -0.3 0.1 0.0 0.804
C 2.360 3.402 -1.052 -0.1 0.1 0.1 -0.456
C 2.254 1.922 -3.735 -0.1 -0.1 -0.2 -1.363
C 4.814 2.183 -2.231 0.3 -0.1 0.0 -1.301
H 6.214 -0.360 1.312 -0.1 0.0 -0.1 0.348
H 5.879 0.573 -0.163 0.0 -0.1 0.1 0.203
H 5.772 -1.191 -0.195 0.0 0.1 0.1 0.220
H 4.146 -1.416 3.047 0.0 0.0 -0.1 0.517
H 3.868 -2.593 1.745 0.0 0.2 0.1 0.273
H 2.497 -1.734 2.460 0.2 0.1 0.0 -0.174
H 3.983 1.279 2.930 0.0 0.0 -0.1 0.435
H 2.437 1.519 2.089 0.1 0.0 0.0 -0.068
H 3.917 2.230 1.430 -0.1 -0.1 0.1 0.238
H 4.375 -0.350 -3.833 0.0 -0.2 0.0 0.195
H 4.542 -2.084 -4.188 0.0 0.1 0.1 0.420
H 5.197 -1.409 -2.676 -0.1 0.0 -0.1 0.202
H 1.624 -0.879 -4.635 -0.1 -0.1 0.1 0.369
H 0.421 -1.264 -3.400 0.0 -0.1 -0.1 0.173
H 1.184 -2.573 -4.329 0.0 0.1 0.0 0.431
H 3.529 -3.683 -1.231 -0.1 0.0 -0.1 0.255
H 3.222 -4.079 -2.932 0.0 0.0 0.1 0.462
H 1.869 -3.953 -1.795 0.1 0.0 0.0 0.311
H 1.345 3.233 -0.681 0.0 0.1 0.0 -0.355
H 2.351 4.295 -1.689 0.0 -0.1 0.1 0.448
H 3.003 3.604 -0.188 -0.1 0.0 -0.1 0.377
H 1.247 1.489 -3.758 0.2 0.0 0.0 0.269
H 2.882 1.335 -4.418 -0.1 0.1 0.1 0.341
H 2.201 2.948 -4.119 0.0 -0.1 0.0 0.602
H 5.340 2.315 -1.278 -0.1 0.0 -0.1 0.270
H 4.940 3.103 -2.816 0.0 -0.1 0.0 0.358
H 5.299 1.362 -2.772 0.0 0.2 0.1 0.332
C -0.648 1.321 -0.921 0.3 -1.0 0.9 1.011
C -1.302 2.534 -1.374 0.1 -0.1 0.0 0.284
C -2.403 3.068 -0.681 -0.1 0.1 0.1 -0.098
C -3.038 4.224 -1.110 0.0 0.0 0.0 -1.243
C -2.596 4.904 -2.239 0.0 -0.1 0.0 -0.674
C -1.505 4.395 -2.934 0.0 0.0 0.0 -0.715
C -0.877 3.231 -2.516 0.1 0.0 -0.1 -0.157
H -2.754 2.583 0.223 0.0 0.0 0.0 0.909
H -3.883 4.602 -0.545 0.0 0.0 0.0 0.448
H -3.088 5.813 -2.568 0.0 0.0 0.0 0.360
H -1.139 4.910 -3.816 0.0 0.0 0.0 0.405
H -0.035 2.846 -3.074 -0.1 0.1 0.0 0.269
```
Positions in Å, forces in eV/Å.

=====

Entry 3:
Molecular formula: C28H45BBr2ClF3N6O9
Method: DFT, the ωB97M-V functional and the def2-TZVPD basis

The LUMO energy is -1.283 eV. The calculation puts the HOMO-LUMO gap at 0.2819 Eh. Its electronic energy is -8032.43419 Eh. As for the HOMO energy: -9.0 eV.

```
95
Properties=species:S:1:pos:R:3:forces:R:3:mulliken_charge:R:1
C 5.696 2.899 0.790 -0.3 0.2 0.3 -1.234
C 5.050 2.210 2.007 0.6 -0.2 -0.1 -0.546
C 4.713 0.736 1.754 -0.2 0.7 -0.3 -1.046
C 3.530 0.603 0.786 0.1 0.4 0.2 -0.263
C 2.173 0.763 1.500 0.7 0.2 0.3 -0.924
N 1.339 -0.442 1.475 0.4 -0.1 0.3 0.637
C 1.940 -1.622 2.132 0.6 0.0 -0.1 -1.834
C 2.662 -2.592 1.185 -0.5 -0.5 0.9 0.731
C 2.755 -4.012 1.831 0.3 0.2 -1.2 -1.078
N 2.150 -5.082 1.021 -0.2 0.3 0.8 -0.612
C 0.159 -0.453 0.933 0.0 -0.3 0.2 -1.001
N -0.319 0.710 0.411 -0.3 -1.0 0.1 -0.149
C -1.381 0.647 -0.605 -1.3 1.5 -1.4 0.830
N -2.477 1.471 -0.079 0.6 -0.6 0.9 -0.554
C -0.839 1.397 -1.859 0.0 -0.3 0.2 -1.928
C -1.928 1.761 -2.881 0.8 -0.2 0.1 -0.740
C -1.278 2.319 -4.157 -1.0 -0.3 0.5 -0.639
Cl -2.264 3.684 -4.776 0.3 -0.1 -0.1 -0.208
C -1.958 -0.735 -0.948 0.0 0.1 1.0 -2.134
C -1.281 -1.963 -0.286 -0.5 -0.6 -1.3 1.061
C -2.421 -2.995 -0.090 1.0 -0.3 -0.2 -2.377
C -1.970 -4.392 0.408 -1.1 0.8 0.2 -1.495
C -2.521 -5.574 -0.381 0.6 0.1 0.4 0.193
F -2.378 -6.638 0.453 0.2 -0.5 0.3 -0.317
Br -4.412 -5.418 -0.745 0.1 0.1 -0.1 -0.026
C -1.706 -5.915 -1.661 -1.8 -2.1 0.2 0.595
F -0.420 -5.726 -1.478 1.0 0.6 0.1 -0.103
F -2.154 -5.244 -2.701 0.3 1.0 -0.6 -0.185
Br -1.936 -7.820 -2.107 0.0 0.2 0.0 -0.109
C -0.319 -2.630 -1.311 -0.7 0.9 0.2 -1.429
C 0.549 -1.696 -2.134 1.8 -1.3 -0.7 1.241
C 1.894 -2.427 -2.498 -0.4 0.6 0.0 -1.544
O -0.096 -1.384 -3.367 -0.1 0.4 0.4 -0.584
N -0.570 -1.652 0.977 -0.3 -0.2 -0.5 1.366
C -1.385 -1.731 2.210 0.4 0.9 0.7 -0.856
C -2.580 -0.794 2.322 0.7 0.0 -0.2 -0.285
N -3.759 -1.157 2.528 -0.5 -0.4 0.2 -0.699
H 5.973 2.194 0.010 0.0 -0.1 -0.1 0.333
H 5.025 3.649 0.384 -0.1 0.0 -0.3 0.329
H 6.595 3.433 1.084 0.1 0.0 0.0 0.348
H 4.179 2.766 2.352 -0.1 0.0 0.0 0.298
H 5.773 2.235 2.819 0.0 0.0 0.2 0.451
H 4.502 0.292 2.726 0.1 -0.5 -0.1 0.308
H 5.593 0.304 1.287 0.2 -0.4 0.2 0.476
H 3.606 -0.286 0.169 -0.2 -0.2 0.0 0.009
H 3.624 1.447 0.106 -0.1 0.0 -0.3 0.573
H 1.671 1.642 1.128 -0.4 -0.2 -0.2 0.396
H 2.385 0.957 2.551 -0.1 0.1 0.2 0.714
H 2.687 -1.233 2.816 -0.1 0.2 0.2 0.445
H 1.224 -2.156 2.740 -0.4 0.0 -0.1 0.687
H 2.080 -2.659 0.273 0.2 0.0 -0.3 -0.512
H 3.680 -2.266 1.008 0.0 0.3 -0.4 0.530
H 2.322 -3.989 2.824 0.0 -0.2 0.2 0.438
H 3.811 -4.258 1.899 0.2 0.0 0.4 0.358
H 2.076 -4.801 0.053 -0.1 -0.2 0.0 0.312
H 1.242 -5.316 1.399 -0.1 -0.1 -0.4 0.324
H -0.586 1.312 1.189 0.1 0.5 -0.4 0.630
H -3.330 1.333 -0.603 0.0 0.2 0.0 0.347
H -2.210 2.450 -0.121 -0.4 0.1 -0.3 0.112
H -0.434 2.325 -1.470 0.1 0.2 -0.1 0.929
H -0.015 0.871 -2.342 0.0 -0.2 0.0 0.597
H -2.539 2.525 -2.433 -0.3 0.2 0.0 0.178
H -2.551 0.906 -3.141 -0.1 -0.1 0.0 0.621
H -1.316 1.545 -4.912 0.3 0.0 -0.3 0.327
H -0.264 2.643 -3.971 0.1 0.3 -0.1 0.369
H -2.021 -0.827 -2.024 0.3 -0.3 -0.2 0.395
H -2.993 -0.740 -0.614 -0.1 0.1 0.2 0.985
H -2.827 -3.121 -1.088 -0.2 0.2 -0.2 1.476
H -3.231 -2.599 0.509 0.0 0.0 0.1 0.636
H -2.407 -4.532 1.394 0.0 -0.2 0.2 0.494
H -0.899 -4.496 0.539 0.2 0.0 -0.2 0.252
H 0.268 -3.406 -0.845 0.3 0.0 0.3 -0.241
H -0.958 -3.141 -2.025 0.0 0.0 -0.3 0.913
H 0.857 -0.781 -1.620 -0.4 0.1 0.2 -0.381
H 2.743 -1.828 -2.172 0.2 -0.2 0.2 0.320
H 1.968 -2.511 -3.577 0.0 0.0 -0.2 0.598
H 1.942 -3.442 -2.115 0.2 0.0 0.2 0.223
H 0.551 -0.863 -3.864 -0.4 -0.1 -0.1 0.594
H -1.664 -2.749 2.458 -0.1 -0.3 -0.4 0.546
H -0.724 -1.426 3.027 0.1 0.0 0.1 0.624
H -2.367 0.269 2.257 -0.1 0.1 -0.1 0.495
H -3.783 -2.182 2.577 -0.3 0.1 0.0 0.304
B -2.431 7.038 0.516 -0.1 0.5 0.2 1.074
O -1.504 6.227 -0.322 -0.3 -0.3 0.1 -0.599
C -2.088 5.087 -0.593 0.9 0.2 -0.5 0.484
O -1.612 4.189 -1.250 0.0 0.1 0.3 -0.484
C -3.460 5.062 0.052 -1.1 0.0 0.5 0.731
O -4.238 4.147 -0.011 0.3 -0.1 -0.1 -0.605
O -3.643 6.200 0.692 0.4 -0.2 -0.3 -0.584
O -1.816 7.367 1.812 -0.1 0.1 -0.4 -0.480
C -1.772 8.696 1.932 0.4 -0.3 0.8 0.593
O -1.329 9.291 2.870 0.0 0.0 -0.1 -0.581
C -2.376 9.308 0.680 -0.4 0.4 -0.8 0.589
O -2.494 10.475 0.452 0.1 -0.1 0.1 -0.571
O -2.752 8.317 -0.132 0.2 -0.2 0.4 -0.484
```
Positions in Å, forces in eV/Å.

=====

Among the records above, which one has the lowest electronic energy? C28H45BBr2ClF3N6O9